A structure of composition C8H22BrLiO3 in a non-equilibrium geometry, computed with ωB97M-V with the def2-TZVPD basis set.

Values from the calculation:
LUMO energy = -2.08 eV
2S+1 = 1
ΔE to the lowest compared entry with this formula, charge and spin = 338.8 kJ/mol
maximum force = 2.200 eV/A
HOMO level = -8.146 eV
orbital gap = 6.07 eV

Positions of all 35 atoms, in Å:
H: -4.39079 4.63964 -2.98294
H: 1.39263 -7.12490 0.58944
H: -3.59320 5.31635 -1.66458
H: 3.45604 -5.98193 1.51785
H: 1.66890 3.76000 3.31217
O: 2.36799 -4.53011 0.46164
C: -3.38959 4.92757 -2.66233
H: 2.23484 -5.42799 3.62799
H: 0.81652 4.23639 1.78609
H: 1.27221 -7.10723 2.35216
C: 1.29953 -6.47853 1.46217
H: -2.12125 1.96452 -3.77627
Li: -3.24204 -2.97027 -3.04691
C: 2.49706 -5.46382 1.51500
C: 2.42116 -4.71276 2.82685
H: 1.52677 -4.09034 2.79886
H: 2.97423 3.32712 1.35305
H: -1.48081 3.96482 -2.25570
C: 1.16285 3.41331 2.41116
Br: -1.38392 -1.74008 -0.60435
H: -2.96865 5.67762 -3.33190
O: -3.05067 2.81286 -1.63343
O: 1.66632 1.98020 0.58019
C: -2.49022 3.70004 -2.57045
H: 3.26369 -4.04168 2.99390
H: 1.10541 1.28486 0.93160
H: 1.47022 -4.19183 0.42734
H: 0.30126 2.82020 2.71769
H: -2.54039 2.00158 -1.57826
H: 0.34307 -5.99251 1.26967
H: -3.37686 2.96967 -4.49857
H: -1.69948 3.50839 -4.50607
C: -2.45633 2.99238 -3.91530
H: 2.71932 1.94213 2.39651
C: 2.22418 2.61431 1.69573

Force components x, y, z for each atom (eV/Å):
H 0.1 -0.2 -0.5
H 0.3 -0.2 0.0
H 0.5 0.4 0.0
H 0.0 0.0 -0.8
H -0.4 0.5 0.2
O 1.1 -0.4 -0.7
C -0.2 -0.3 0.7
H 0.5 0.2 0.3
H 0.0 0.0 0.2
H -0.2 0.1 0.0
C 1.1 0.0 -0.7
H 0.1 -0.1 -0.1
Li 0.8 0.5 1.0
C -2.0 0.0 0.8
C -0.7 0.1 0.2
H -0.1 0.2 0.0
H 0.2 -0.2 -0.2
H 0.2 0.2 -0.1
C 0.4 0.1 0.6
Br -0.7 -0.5 -1.0
H -0.1 0.0 0.1
O -0.7 0.1 0.9
O 0.3 -0.6 -0.4
C -0.9 -0.4 -0.7
H 0.1 -0.3 0.1
H -0.2 -0.2 -0.3
H -0.2 0.0 0.2
H 0.0 -0.2 -0.1
H 0.2 0.0 0.0
H 0.0 0.4 0.6
H -0.2 0.2 0.4
H 0.0 -0.1 -0.4
C 1.1 0.2 -0.4
H 0.0 -0.4 -0.1
C -0.4 0.8 0.1